{"formula": "C16H10Cl5LuN4O8S2", "method": "ωB97M-V/def2-TZVPD", "charge": -2, "e_homo_ev": -3.218, "e_tot_ha": -5769.8696, "e_above_lowest_kcal_mol": 0.0, "largest_force_ha_per_bohr": 0.0636, "homo_lumo_gap_ha": 0.267, "symbols": ["Lu", "C", "C", "N", "N", "C", "N", "S", "C", "C", "C", "C", "C", "N", "H", "H", "H", "H", "H", "H", "H", "H", "H", "H", "O", "C", "O", "C", "O", "O", "O", "S", "O", "O", "O", "Cl", "C", "C", "C", "Cl", "C", "Cl", "C", "Cl", "C", "Cl"], "coordinates": [[0.725, -1.026, 0.528], [-0.171, 1.858, -3.314], [-0.303, 0.651, -2.431], [0.662, -0.167, -2.248], [1.849, 0.160, -2.829], [2.886, -0.748, -2.898], [4.094, -0.149, -2.715], [2.657, -2.341, -3.257], [-1.558, 0.377, -1.692], [-2.789, 0.834, -2.152], [-3.931, 0.537, -1.430], [-3.817, -0.224, -0.283], [-2.555, -0.635, 0.112], [-1.449, -0.315, -0.557], [0.462, 2.604, -2.823], [-1.128, 2.323, -3.525], [0.307, 1.574, -4.254], [2.128, 1.132, -2.729], [4.086, 0.589, -2.003], [4.828, -0.824, -2.555], [-2.863, 1.397, -3.071], [-4.896, 0.900, -1.763], [-4.682, -0.492, 0.308], [-2.406, -1.232, 1.001], [3.213, 1.868, -1.018], [2.677, 1.028, -0.282], [1.447, 1.009, 0.046], [3.529, -0.183, 0.281], [4.722, -0.234, 0.029], [2.832, -1.017, 0.968], [-0.317, -4.729, 0.757], [-0.453, -3.372, 0.282], [-1.553, -3.182, -0.655], [0.837, -2.865, -0.340], [-0.623, -2.400, 1.448], [1.388, -1.726, 3.611], [0.234, -0.428, 3.739], [-0.081, 0.242, 2.555], [-0.986, 1.283, 2.723], [-1.400, 2.281, 1.338], [-1.576, 1.624, 3.943], [-2.731, 2.915, 4.065], [-1.228, 0.913, 5.084], [-1.930, 1.313, 6.618], [-0.301, -0.119, 4.982], [0.162, -1.003, 6.404]]}